Here is a cluster of 9 separate species, C39H102N12O15 in total from the OMol25 dataset. Energies are from wB97M-V/def2-TZVPD.

Calculated values
- LUMO (eV) = 0.2
- gap between HOMO and LUMO (eV) = 8.3
- spin multiplicity = 1
- total charge = 0
- relative energy (zero: lowest compared OMol25 entry of this formula, charge and spin) (kJ/mol) = 806.8
- maximum force (eV Å⁻¹) = 8.98
- DFT total energy (Eh) = -3332.35771

XYZ file:
```
168
Properties=species:S:1:pos:R:3:mulliken_charge:R:1
C -4.683 5.312 -6.067 -0.709
O -5.413 4.158 -6.577 -0.320
C -6.683 4.008 -6.058 -0.501
C -7.416 2.679 -6.645 -0.609
N -7.729 2.959 -8.055 -0.333
C -8.854 3.922 -8.289 -0.760
C -10.204 3.305 -7.761 -0.316
O -11.204 3.997 -8.540 -0.304
C -12.491 3.710 -8.132 -0.716
H -3.675 5.262 -6.478 0.237
H -4.679 5.414 -4.982 0.284
H -5.225 6.179 -6.444 0.306
H -7.395 4.817 -6.217 0.299
H -6.459 3.912 -4.996 0.400
H -8.366 2.531 -6.132 0.279
H -6.815 1.769 -6.656 0.454
H -7.776 2.123 -8.620 0.251
H -8.857 3.976 -9.378 0.378
H -8.646 4.938 -7.954 0.234
H -10.300 3.636 -6.727 0.269
H -10.107 2.225 -7.873 0.333
H -12.522 3.967 -7.073 0.310
H -12.713 2.646 -8.203 0.289
H -13.184 4.368 -8.656 0.243
C 2.933 10.734 -0.549 -0.617
O 2.400 11.869 -1.291 -0.345
C 2.495 13.088 -0.610 -0.642
C 1.512 13.170 0.606 -0.422
N 2.126 12.732 1.869 -0.391
C 1.164 12.771 2.984 -0.727
C 0.157 11.562 2.994 -0.549
O 0.801 10.313 2.984 -0.320
C 1.222 9.831 4.313 -0.814
H 4.009 10.677 -0.389 0.324
H 2.517 9.910 -1.130 0.297
H 2.573 10.596 0.470 0.173
H 2.304 13.788 -1.424 0.353
H 3.463 13.408 -0.224 0.339
H 0.726 12.433 0.437 0.308
H 1.195 14.199 0.779 0.422
H 2.411 11.788 1.648 0.183
H 0.630 13.721 3.037 0.446
H 1.690 12.711 3.937 0.325
H -0.499 11.536 2.124 0.316
H -0.519 11.562 3.850 0.402
H 1.778 10.453 5.014 0.330
H 1.773 8.917 4.093 0.278
H 0.445 9.521 5.011 0.332
C 3.424 -3.173 1.604 -0.782
O 3.603 -1.733 1.705 -0.272
C 2.386 -1.113 2.231 -0.757
C 2.363 0.373 2.088 -0.601
N 2.555 0.958 0.726 -0.282
C 2.293 2.400 0.711 -0.926
C 3.099 3.212 1.823 -0.429
O 4.525 3.212 1.536 -0.231
C 5.144 4.408 2.099 -0.745
H 2.628 -3.498 0.934 0.316
H 3.325 -3.624 2.591 0.296
H 4.298 -3.583 1.099 0.259
H 2.264 -1.467 3.254 0.389
H 1.453 -1.461 1.787 0.370
H 3.080 0.871 2.741 0.341
H 1.460 0.771 2.551 0.467
H 3.514 0.909 0.413 0.217
H 1.229 2.499 0.925 0.423
H 2.484 2.848 -0.264 0.379
H 2.803 2.774 2.777 0.337
H 2.668 4.213 1.789 0.404
H 4.804 5.276 1.535 0.336
H 6.204 4.262 1.890 0.166
H 5.007 4.497 3.177 0.314
C -1.027 -13.415 3.192 -0.799
O -0.729 -13.991 4.411 -0.269
C 0.274 -13.120 5.046 -0.460
C 0.395 -13.617 6.541 -0.823
N 1.580 -14.373 6.895 -0.470
C 1.621 -15.703 6.187 -0.128
C 2.351 -16.703 7.053 -0.795
O 1.474 -17.011 8.148 -0.346
C 0.395 -17.963 7.997 -0.721
H -1.590 -12.482 3.196 0.299
H -1.685 -14.095 2.651 0.254
H -0.123 -13.383 2.584 0.335
H 0.057 -12.061 5.179 0.358
H 1.218 -13.404 4.579 0.345
H -0.591 -13.955 6.859 0.315
H 0.561 -12.773 7.210 0.511
H 1.655 -14.449 7.899 0.289
H 2.060 -15.635 5.191 0.294
H 0.574 -15.994 6.108 0.191
H 3.323 -16.293 7.328 0.363
H 2.648 -17.540 6.421 0.410
H 0.655 -18.824 7.381 0.324
H -0.503 -17.549 7.538 0.254
H 0.031 -18.371 8.940 0.267
C -5.398 -3.579 0.368 -0.631
O -6.550 -2.698 0.344 -0.425
C -6.310 -1.566 -0.502 -0.560
C -5.714 -0.391 0.370 -0.509
N -6.327 -0.333 1.671 -0.403
C -5.690 0.598 2.576 -0.808
C -5.939 2.144 2.344 -0.655
O -5.211 2.595 1.264 -0.264
C -5.580 3.952 1.000 -0.729
H -4.709 -3.139 1.088 0.266
H -5.030 -3.808 -0.632 0.307
H -5.788 -4.505 0.790 0.235
H -7.291 -1.330 -0.916 0.346
H -5.696 -1.807 -1.370 0.375
H -5.782 0.560 -0.157 0.366
H -4.653 -0.621 0.458 0.283
H -6.221 -1.283 1.996 0.243
H -4.631 0.355 2.668 0.438
H -6.029 0.368 3.587 0.441
H -5.493 2.684 3.179 0.447
H -7.004 2.376 2.351 0.393
H -5.109 4.387 0.119 0.235
H -5.174 4.441 1.885 0.311
H -6.657 4.020 0.848 0.296
C 9.144 1.492 0.150 -0.642
O 8.583 1.293 -1.066 -0.334
C 7.453 0.338 -1.098 -0.498
C 6.986 0.271 -2.618 -0.683
N 6.693 1.559 -3.097 -0.078
C 6.264 1.525 -4.449 -0.737
C 5.727 2.909 -4.805 -0.572
O 6.751 3.842 -4.718 -0.334
C 6.434 5.123 -5.340 -0.747
H 9.993 2.161 0.013 0.250
H 9.349 0.573 0.699 0.303
H 8.426 1.991 0.801 0.173
H 6.672 0.619 -0.392 0.248
H 7.758 -0.679 -0.850 0.406
H 6.054 -0.293 -2.651 0.382
H 7.845 -0.078 -3.191 0.301
H 7.343 2.215 -2.688 0.253
H 5.467 0.806 -4.640 0.366
H 7.038 1.333 -5.192 0.333
H 4.901 3.148 -4.135 0.317
H 5.263 2.913 -5.792 0.473
H 7.029 5.919 -4.893 0.241
H 5.388 5.399 -5.200 0.318
H 6.779 5.015 -6.368 0.273
N -1.019 -8.468 -6.188 -0.383
C -0.747 -9.136 -5.137 0.660
N -0.783 -10.345 -5.450 -0.344
O -0.566 -8.629 -4.045 -0.676
H -0.928 -7.464 -6.237 0.220
H -1.016 -8.930 -7.086 0.150
H -0.477 -11.042 -4.786 0.212
H -1.042 -10.646 -6.379 0.161
N -0.044 -2.346 -3.443 -0.372
C -0.534 -1.610 -4.408 0.653
N -0.354 -0.331 -4.285 -0.375
O -1.264 -2.086 -5.245 -0.669
H 0.336 -1.975 -2.584 0.154
H -0.285 -3.322 -3.347 0.220
H -0.834 0.235 -4.970 0.214
H 0.268 0.053 -3.588 0.175
N 5.770 0.749 9.193 -0.372
C 6.636 -0.104 8.753 0.669
N 6.069 -1.034 8.002 -0.360
O 7.846 0.066 8.882 -0.656
H 6.062 1.622 9.608 0.210
H 4.792 0.498 9.191 0.163
H 6.550 -1.792 7.540 0.202
H 5.062 -1.006 7.925 0.145
```

=====

Here is a cluster of 11 separate species, C39H102N16O11 in total from the OMol25 dataset. Energies are from wB97M-V/def2-TZVPD.

Calculated values
- LUMO (eV) = 0.5
- gap between HOMO and LUMO (eV) = 8.2
- spin multiplicity = 1
- total charge = 0
- relative energy (zero: lowest compared OMol25 entry of this formula, charge and spin) (kJ/mol) = 871.2
- maximum force (eV Å⁻¹) = 14.50
- DFT total energy (Eh) = -3250.63201

XYZ file:
```
168
Properties=species:S:1:pos:R:3:mulliken_charge:R:1
C 5.113 -0.793 -3.695 -1.686
C 4.837 -1.434 -2.362 1.673
C 4.071 -2.738 -2.537 -1.430
C 6.234 -1.659 -1.664 -1.221
C 6.847 -0.450 -0.947 -0.815
C 5.756 0.000 0.003 -0.940
C 4.459 0.580 -0.735 2.105
C 3.500 0.832 0.502 -1.074
C 4.646 1.934 -1.392 -2.028
N 3.935 -0.473 -1.655 0.899
O 2.724 -0.089 -2.204 -0.053
H 5.524 0.209 -3.576 0.411
H 6.047 -1.159 -4.122 0.433
H 4.186 -0.724 -4.264 0.188
H 3.240 -2.684 -3.240 0.316
H 4.710 -3.531 -2.927 0.466
H 3.658 -3.084 -1.590 -0.085
H 6.138 -2.537 -1.024 0.331
H 7.057 -1.842 -2.354 0.336
H 7.729 -0.814 -0.420 0.466
H 7.222 0.286 -1.658 0.405
H 6.177 0.726 0.698 0.506
H 5.520 -0.932 0.518 -0.122
H 3.928 1.645 1.087 0.731
H 3.412 -0.037 1.154 -0.920
H 2.499 0.999 0.102 -0.253
H 4.731 2.759 -0.686 0.484
H 3.811 2.182 -2.048 0.238
H 5.544 1.901 -2.009 0.342
H 1.994 -0.499 -1.734 0.159
C -2.880 -1.505 -4.010 -1.494
C -3.762 -0.321 -4.529 2.233
C -2.734 0.712 -4.977 -2.459
C -4.647 -0.704 -5.765 -1.453
C -5.852 -1.671 -5.303 -0.670
C -6.612 -0.808 -4.103 -1.546
C -5.750 -0.341 -2.944 2.259
C -6.506 0.656 -1.971 -2.100
C -5.399 -1.635 -2.104 -1.424
N -4.592 0.347 -3.483 -0.077
O -3.689 1.020 -2.498 -0.139
H -2.334 -1.208 -3.115 -0.062
H -3.548 -2.303 -3.683 0.310
H -2.195 -1.817 -4.798 0.581
H -2.333 0.428 -5.950 0.351
H -3.132 1.722 -5.076 0.576
H -1.916 0.956 -4.299 0.199
H -5.088 0.194 -6.199 0.454
H -4.118 -1.183 -6.589 0.425
H -6.480 -1.847 -6.177 0.472
H -5.393 -2.619 -5.023 0.300
H -7.442 -1.450 -3.809 0.414
H -7.104 -0.018 -4.669 0.435
H -6.919 1.566 -2.407 0.387
H -5.858 0.970 -1.153 0.337
H -7.383 0.099 -1.641 0.466
H -5.199 -2.629 -2.506 0.223
H -5.999 -1.780 -1.205 0.601
H -4.403 -1.363 -1.754 0.036
H -3.782 1.936 -2.772 0.248
C -0.435 -1.624 7.666 -0.816
O 0.141 -1.188 6.396 -0.228
C 1.282 -0.381 6.409 -0.980
C 1.769 -0.222 4.948 1.068
C 3.208 0.307 4.515 -1.890
N 0.772 0.681 4.421 0.159
H -0.327 -0.886 8.461 0.356
H 0.115 -2.492 8.029 0.313
H -1.472 -1.845 7.415 0.191
H 1.304 0.667 6.707 0.559
H 2.039 -0.929 6.969 0.505
H 1.716 -1.264 4.630 -0.065
H 3.346 1.304 4.934 0.398
H 3.058 0.327 3.435 0.363
H 4.016 -0.297 4.927 0.441
H 0.702 1.215 5.276 0.569
H -0.064 0.137 4.583 -1.349
C 6.115 -4.063 2.319 -0.811
O 4.797 -4.375 1.824 -0.432
C 3.750 -3.497 2.117 -0.529
C 2.470 -3.667 1.432 1.443
C 1.498 -2.512 1.705 -0.009
N 1.744 -4.809 1.731 -0.778
H 6.605 -3.097 2.197 0.272
H 6.985 -4.603 1.947 0.310
H 6.054 -4.281 3.385 0.358
H 3.598 -3.405 3.193 0.390
H 4.183 -2.514 1.929 -0.031
H 2.730 -3.721 0.375 -0.415
H 1.134 -2.774 2.699 0.333
H 0.709 -2.376 0.967 -0.351
H 2.082 -1.592 1.656 -0.314
H 1.126 -5.105 0.990 0.301
H 2.428 -5.544 1.842 0.271
C -2.602 -0.935 4.312 -0.415
O -2.861 -0.961 2.923 -0.160
C -3.599 0.136 2.386 0.318
C -5.124 -0.015 2.565 0.540
C -5.797 -1.093 1.748 -1.631
N -5.956 1.144 2.147 -0.734
H -3.234 -0.343 4.974 0.416
H -1.654 -0.431 4.498 -0.037
H -2.614 -1.941 4.729 0.277
H -3.262 0.975 2.994 -0.419
H -3.342 0.284 1.337 0.184
H -5.351 -0.080 3.629 0.412
H -6.845 -1.221 2.020 0.510
H -5.254 -2.022 1.918 0.307
H -5.828 -0.891 0.677 0.245
H -5.716 1.918 2.750 0.234
H -6.900 0.904 2.415 0.258
C 2.108 6.653 -2.555 -0.757
O 1.050 5.681 -2.852 -0.410
C 1.635 4.435 -2.899 -0.617
C 0.499 3.424 -3.317 0.631
C -0.453 3.877 -4.445 -1.395
N -0.277 3.029 -2.177 -0.275
H 2.364 6.677 -1.496 0.209
H 1.873 7.683 -2.824 0.300
H 3.043 6.411 -3.061 0.348
H 2.381 4.373 -3.692 0.574
H 2.052 4.229 -1.913 0.254
H 1.023 2.561 -3.728 0.150
H -1.189 3.096 -4.633 0.078
H 0.063 4.288 -5.313 0.432
H -1.083 4.690 -4.085 0.351
H 0.441 2.620 -1.596 -0.278
H -0.528 3.821 -1.603 0.241
N -1.036 1.045 -0.202 0.738
C -0.403 1.331 0.881 -0.586
N -0.421 0.354 1.765 3.184
O 0.245 2.351 0.947 -0.735
H -1.425 0.113 -0.194 -0.916
H -1.175 1.621 -1.020 0.290
H -1.166 -0.326 1.807 -0.731
H 0.264 0.485 2.496 -0.976
N -1.327 2.893 3.739 0.095
C -2.168 3.137 4.727 0.602
N -3.161 3.930 4.499 -0.368
O -1.933 2.672 5.781 -0.669
H -1.722 3.070 2.826 0.056
H -0.498 2.349 3.931 -0.140
H -3.849 4.177 5.196 0.246
H -3.222 4.251 3.543 0.154
N 1.959 4.683 1.456 -0.190
C 2.565 4.377 2.553 0.492
N 2.117 3.253 2.845 0.145
O 3.436 5.014 3.115 -0.799
H 1.982 5.658 1.192 0.163
H 1.429 3.983 0.956 0.138
H 2.665 2.733 3.516 0.017
H 1.443 2.832 2.221 0.439
N 1.018 -2.542 -4.157 -0.238
C 0.386 -2.777 -3.177 0.145
N 0.464 -1.675 -2.466 1.058
O -0.337 -3.730 -3.023 -0.749
H 0.895 -3.105 -4.987 0.252
H 1.725 -1.835 -4.014 0.016
H 0.792 -0.937 -3.072 0.462
H -0.408 -1.604 -1.961 -0.870
N -2.608 -3.694 -1.063 -0.344
C -2.168 -2.884 -0.127 0.137
N -2.376 -3.341 1.050 -0.346
O -1.543 -1.867 -0.342 0.104
H -3.334 -4.342 -0.790 0.255
H -2.533 -3.354 -2.011 -0.077
H -2.212 -2.600 1.716 -0.143
H -2.798 -4.230 1.279 0.201
```

=====

- Which formula does entry 2 have?
  C39H102N16O11

=====

- The highest relative energy (zero: lowest compared OMol25 entry of this formula, charge and spin) belongs to which entry?
  C39H102N16O11